Entry 1:
C4H15N2O2 | the ωB97M-V functional and the def2-TZVPD basis

Last column: natural (NBO) charge in e.
Cartesian coordinates (Å):
O -2.83 0.33 -1.29  -1.003
O 1.30 2.99 0.14  -0.994
N -0.10 -0.30 -0.44  -0.243
N -0.29 1.21 -2.09  -0.433
C 1.13 -1.75 1.07  -0.401
C -0.40 -0.07 -1.70  0.387
C 0.98 -0.85 2.34  -0.645
C -0.14 -1.63 0.15  -0.270
H 0.94 -1.42 3.27  0.284
H -3.31 0.97 -1.80  0.511
H 1.67 3.01 1.03  0.498
H 1.62 3.87 -0.14  0.507
H -0.05 -2.47 -0.54  0.278
H -1.16 -1.75 0.56  0.313
H 2.00 -1.62 0.43  0.246
H -0.58 -0.86 -2.43  0.296
H -3.47 -0.16 -0.72  0.519
H 0.14 0.32 0.35  0.486
H -0.14 1.80 -1.26  0.463
H -0.46 1.60 -3.01  0.482
H 1.92 -0.32 2.47  0.251
H 0.20 -0.11 2.23  0.187
H 1.05 -2.80 1.38  0.282

spin multiplicity: 2
LUMO energy (alpha / beta): -8.894 / -13.752 eV
<S²>: 0.7836
charge: +2
gap between HOMO and LUMO (alpha / beta): 10.0 / 5.2 eV
E_HOMO (alpha / beta): -18.92 / -18.92 eV

Entry 2:
C31H25AlCl2N7O2 | the ωB97M-V functional and the def2-TZVPD basis

Last column: natural (NBO) charge in e.
Cartesian coordinates (Å):
Cl 4.27 5.40 -1.22  0.034
Cl 4.85 4.61 1.81  0.034
Al -0.13 0.45 0.00  1.809
O 0.53 2.61 -3.30  -0.606
O 1.89 0.78 3.43  -0.610
N 0.62 1.74 -1.15  -0.807
N -0.77 -0.69 1.61  -0.544
N 1.08 -1.14 -0.48  -0.549
N 2.44 -3.16 -0.21  -0.456
N -1.22 -0.02 -1.69  -0.550
N -1.79 1.66 0.48  -0.436
N 1.06 1.13 1.29  -0.822
C 1.90 2.15 0.80  0.196
C 2.38 3.50 -1.15  -0.236
C 3.64 -3.08 0.68  -0.196
C -2.82 2.17 0.52  0.472
C -6.39 4.34 0.81  -0.153
C -1.47 0.74 -3.94  -0.200
C 3.35 -4.75 -1.84  -0.415
C -2.00 -2.28 2.90  -0.246
C -4.06 2.89 0.61  -0.145
C -1.15 -2.06 3.98  -0.126
C -0.13 -1.14 3.86  -0.203
C -1.77 -1.57 1.74  0.066
C 0.03 -0.47 2.66  0.163
C 0.20 1.85 -2.41  0.637
C 2.89 2.81 1.51  -0.252
C -2.43 -0.23 -4.17  -0.124
C -5.21 2.26 1.07  -0.172
C -4.06 4.23 0.24  -0.161
C 2.18 -4.42 -0.92  -0.197
C 4.70 -4.38 -1.18  -0.406
C 1.69 -2.11 -0.35  0.641
C 3.37 4.16 -0.43  -0.054
C 3.62 3.81 0.89  -0.071
C -2.14 -0.97 -1.92  0.067
C 1.13 0.57 2.50  0.631
C -5.23 4.96 0.34  -0.199
C -6.38 3.00 1.17  -0.203
C -0.88 0.82 -2.69  0.167
C 4.57 -4.23 0.33  -0.419
C 1.65 2.50 -0.55  0.111
C -2.76 -1.10 -3.14  -0.245
H -7.30 4.91 0.89  0.233
H 3.32 -3.11 1.72  0.211
H 5.45 -5.13 -1.42  0.233
H -2.90 -0.32 -5.14  0.238
H 2.01 -5.19 -0.17  0.206
H 3.31 -5.81 -2.07  0.225
H 4.22 -5.15 0.78  0.208
H -2.82 -2.97 2.96  0.239
H -2.42 -1.70 0.88  0.195
H -1.30 -2.60 4.91  0.238
H -3.15 4.70 -0.12  0.240
H -5.19 1.22 1.36  0.226
H 5.54 -4.01 0.78  0.243
H -1.15 1.45 -4.69  0.269
H 2.19 3.77 -2.18  0.268
H -5.25 6.00 0.06  0.238
H 4.12 -2.12 0.49  0.218
H -3.50 -1.88 -3.28  0.239
H -2.36 -1.64 -1.11  0.194
H 0.56 -0.91 4.67  0.268
H 3.24 -4.22 -2.78  0.219
H 3.09 2.55 2.54  0.265
H 5.06 -3.44 -1.60  0.211
H 1.25 -4.30 -1.48  0.222
H -7.29 2.53 1.54  0.234

LUMO energy: -2.839 eV
charge: +1
gap between HOMO and LUMO: 6.8 eV
E_HOMO: -9.67 eV

Entry 3:
C4H8O2 | the ωB97M-V functional and the def2-TZVPD basis

Last column: natural (NBO) charge in e.
Cartesian coordinates (Å):
O 1.43 -0.28 1.84  -0.683
O 2.48 1.78 -0.10  -0.513
C 1.70 1.76 -0.92  0.512
C 0.20 0.01 1.34  0.117
C -1.73 -0.43 -0.18  -0.630
C -0.35 -0.70 0.36  -0.284
H 1.72 0.44 2.41  0.480
H -2.41 -1.28 0.01  0.213
H -1.70 -0.28 -1.26  0.215
H -2.17 0.46 0.28  0.207
H 0.41 -0.58 -3.09  -0.002
H 0.53 -0.23 -2.44  -0.003
H -0.33 0.85 1.81  0.162
H 0.22 -1.52 -0.06  0.209

LUMO energy: 0.884 eV
gap between HOMO and LUMO: 9.6 eV
E_HOMO: -8.70 eV

Entry 4:
C8H9NO2S | the ωB97M-V functional and the def2-TZVPD basis

Last column: natural (NBO) charge in e.
Cartesian coordinates (Å):
S 2.39 -0.41 -0.34  1.476
O 3.56 -0.53 0.54  -0.908
O 1.97 1.26 -0.42  -0.689
N -1.41 -3.48 0.12  -0.291
C -1.21 0.04 -0.57  -0.215
C -0.44 -1.25 -0.73  -0.292
C -0.39 1.15 -1.18  -0.442
C -1.20 0.28 0.99  -0.391
C 0.24 0.57 1.10  -0.293
C 0.90 -0.74 0.67  -0.354
C -1.07 -2.43 -0.22  0.242
C 0.66 1.56 -0.08  0.112
H 0.17 -1.32 -1.59  0.244
H -1.15 2.06 -1.26  0.223
H 1.02 -1.50 1.30  0.224
H 0.71 2.51 0.31  0.205
H -0.06 0.79 -2.08  0.222
H -1.77 1.18 1.16  0.217
H -1.46 -0.54 1.49  0.219
H 0.76 1.04 1.89  0.252
H -2.22 -0.26 -1.09  0.240

LUMO energy: 0.473 eV
gap between HOMO and LUMO: 10.3 eV
E_HOMO: -9.83 eV

Energy above the lowest of the compared OMol25 structures with the same formula, charge and spin readings, ordered: 255.6; 0.0; 248.8; 357.5 kJ/mol
E_tot readings, ordered: -11446.16630; -78721.47804; -8370.70355; -24858.60990 eV